[1]
{
  "formula": "H26O17S",
  "method": "ωB97M-V with the def2-TZVPD basis set",
  "total_charge": -2,
  "spin_multiplicity": 1,
  "homo_lumo_gap_ev": 9.28,
  "de_lowest_ev": 6.675,
  "symbols": ["S", "O", "O", "O", "O", "O", "H", "H", "O", "H", "H", "O", "H", "H", "O", "H", "H", "O", "H", "H", "O", "H", "H", "O", "H", "H", "O", "H", "H", "O", "H", "H", "O", "H", "H", "O", "H", "H", "O", "H", "H", "O", "H", "H"],
  "xyz": [[0.179, -0.032, -0.096], [-0.001, 1.229, 0.528], [-1.099, -0.607, -0.398], [0.924, 0.149, -1.371], [0.873, -0.856, 0.832], [-2.874, 0.277, -1.798], [-2.357, 0.617, -2.533], [-2.246, -0.133, -1.063], [-3.180, -1.249, 0.635], [-3.793, -0.573, 0.651], [-2.515, -0.732, 0.346], [-0.577, 1.569, -2.951], [-1.124, 2.104, -2.430], [-0.071, 0.953, -2.211], [2.980, 1.013, -2.534], [2.310, 0.643, -1.998], [3.429, 0.245, -2.829], [-1.063, -2.666, -1.382], [-0.123, -2.631, -1.818], [-1.171, -1.771, -0.916], [-2.229, 2.253, 1.505], [-1.407, 1.880, 1.344], [-3.066, 1.805, 1.289], [2.303, 2.324, 1.830], [2.347, 1.819, 2.561], [1.282, 2.000, 1.730], [1.182, -1.345, -2.858], [2.101, -1.300, -2.844], [1.013, -0.700, -2.112], [3.380, -1.200, 0.459], [2.409, -0.987, 0.622], [3.771, -0.440, 0.368], [0.894, -0.190, 3.325], [1.105, -1.043, 3.707], [1.160, -0.410, 2.454], [0.392, -3.526, 1.009], [0.658, -2.591, 1.045], [-0.379, -3.621, 0.338], [0.345, 3.669, -0.501], [0.459, 2.752, -0.132], [-0.495, 3.851, -1.020], [-1.929, -0.837, 3.507], [-2.591, -1.076, 2.775], [-1.206, -0.635, 2.933]]
}

***

[2]
{
  "formula": "C10H16O",
  "method": "ωB97M-V with the def2-TZVPD basis set",
  "spin_multiplicity": 1,
  "homo_lumo_gap_ev": 9.15,
  "smiles": "Cc1ccc(O)cc1.CCC",
  "de_lowest_ev": 1.427,
  "symbols": ["C", "C", "C", "C", "C", "O", "C", "C", "H", "H", "H", "H", "H", "H", "H", "H", "C", "C", "C", "H", "H", "H", "H", "H", "H", "H", "H"],
  "xyz": [[1.484, 1.478, 2.092], [0.188, 1.149, 1.405], [-0.768, 2.177, 1.163], [-2.086, 1.908, 0.941], [-2.513, 0.554, 0.872], [-3.819, 0.261, 0.591], [-1.595, -0.448, 0.963], [-0.271, -0.146, 1.263], [1.686, 0.686, 2.816], [1.523, 2.421, 2.621], [2.278, 1.336, 1.340], [-0.340, 3.172, 1.279], [-2.854, 2.667, 0.858], [-4.316, 1.083, 0.587], [-1.848, -1.498, 0.910], [0.513, -0.882, 1.420], [1.823, -0.977, -2.908], [1.447, -1.213, -1.446], [0.223, -2.135, -1.314], [1.264, -1.632, -3.568], [2.882, -0.922, -3.180], [1.603, 0.070, -3.136], [2.274, -1.639, -0.861], [1.287, -0.284, -0.920], [0.432, -2.975, -1.961], [0.206, -2.609, -0.339], [-0.703, -1.601, -1.488]]
}

***

[3]
{
  "formula": "C5H11NO2",
  "method": "ωB97M-V with the def2-TZVPD basis set",
  "spin_multiplicity": 1,
  "homo_lumo_gap_ev": 10.34,
  "smiles": "CC(=O)ON.C=CC",
  "de_lowest_ev": 3.037,
  "symbols": ["C", "C", "O", "O", "N", "H", "H", "H", "H", "H", "C", "C", "C", "H", "H", "H", "H", "H", "H"],
  "xyz": [[0.389, -1.091, 1.884], [-0.304, 0.222, 1.665], [-1.482, 0.427, 1.910], [0.647, 1.204, 1.288], [0.070, 2.542, 1.222], [1.464, -1.006, 1.702], [0.230, -1.416, 2.914], [-0.017, -1.828, 1.187], [0.446, 3.003, 2.051], [0.562, 2.936, 0.419], [-1.592, -0.512, -2.006], [-0.406, -0.108, -1.538], [0.878, -0.823, -1.804], [-1.693, -1.409, -2.609], [-2.497, 0.043, -1.776], [-0.343, 0.809, -0.915], [1.710, -0.268, -1.358], [0.867, -1.822, -1.357], [1.069, -0.902, -2.878]]
}

***

[4]
{
  "formula": "C24H34N3O4P",
  "method": "ωB97M-V with the def2-TZVPD basis set",
  "spin_multiplicity": 1,
  "homo_lumo_gap_ev": 7.06,
  "de_lowest_ev": 21.064,
  "symbols": ["O", "P", "N", "C", "H", "C", "H", "O", "C", "C", "H", "H", "H", "H", "H", "H", "N", "C", "H", "C", "H", "O", "C", "C", "H", "H", "H", "H", "H", "H", "C", "C", "N", "C", "C", "H", "O", "C", "C", "H", "H", "H", "H", "H", "H", "H", "C", "C", "C", "C", "C", "C", "C", "C", "H", "H", "H", "H", "H", "H", "C", "H", "C", "H", "H", "H"],
  "xyz": [[-2.740, -1.318, -1.584], [-1.850, -0.535, -0.718], [-2.746, 0.927, -0.327], [-3.535, 1.472, -1.414], [-3.653, 0.631, -2.374], [-5.035, 1.841, -0.856], [-5.586, 2.382, -1.506], [-4.911, 2.783, 0.106], [-4.271, 2.134, 1.182], [-2.764, 1.639, 0.852], [-2.388, 1.339, 1.694], [-2.330, 2.690, 0.530], [-4.154, 2.639, 1.991], [-4.766, 1.307, 1.626], [-5.578, 1.014, -0.794], [-3.106, 2.365, -1.584], [-1.721, -1.393, 0.872], [-3.018, -1.753, 1.532], [-3.677, -0.890, 1.147], [-3.403, -3.052, 1.090], [-4.259, -3.488, 1.466], [-2.434, -3.922, 1.304], [-1.188, -3.483, 0.483], [-0.768, -2.178, 1.088], [0.145, -1.732, 0.072], [-0.320, -2.280, 1.957], [-0.404, -4.542, 0.585], [-1.384, -3.369, -0.677], [-3.731, -3.085, 0.023], [-2.781, -1.750, 2.607], [-0.377, -0.031, -1.494], [0.791, 0.354, -1.221], [1.305, 1.002, 0.077], [2.164, 1.963, -0.037], [2.993, 2.086, 1.268], [3.676, 3.261, 1.310], [2.243, 2.216, 2.244], [1.339, 1.127, 2.726], [0.418, 1.127, 1.242], [-0.240, 2.157, 1.291], [-0.178, 0.172, 1.435], [1.778, 0.244, 2.751], [0.651, 1.181, 3.399], [3.633, 1.132, 1.340], [2.734, 2.066, -0.953], [1.762, 2.960, -0.112], [1.827, 0.085, -2.193], [3.183, -0.239, -2.183], [3.927, -0.241, -1.161], [3.315, -1.041, 0.060], [4.302, -1.337, 1.033], [5.595, -0.849, 1.056], [6.224, -0.071, -0.052], [5.280, 0.051, -0.932], [5.700, 0.653, -1.744], [7.090, 0.342, 0.267], [6.192, -1.169, 1.877], [3.833, -1.989, 1.951], [2.474, -1.415, 0.004], [3.696, -0.216, -2.886], [0.948, 0.049, -3.549], [1.402, -0.436, -4.185], [-0.313, -0.563, -2.967], [-1.433, -0.313, -3.303], [-0.246, -1.766, -2.951], [0.670, 1.049, -3.780]]
}

***

[5]
{
  "formula": "C30H70Cl10O10",
  "method": "ωB97M-V with the def2-TZVPD basis set",
  "total_charge": -1,
  "spin_multiplicity": 2,
  "s2": 0.75,
  "homo_lumo_gap_ev": [1.66, 9.33],
  "symbols": ["C", "O", "C", "C", "O", "C", "H", "H", "H", "H", "H", "H", "H", "H", "H", "H", "C", "O", "C", "C", "O", "C", "H", "H", "H", "H", "H", "H", "H", "H", "H", "H", "C", "O", "C", "C", "O", "C", "H", "H", "H", "H", "H", "H", "H", "H", "H", "H", "C", "O", "C", "C", "O", "C", "H", "H", "H", "H", "H", "H", "H", "H", "H", "H", "C", "O", "C", "C", "O", "C", "H", "H", "H", "H", "H", "H", "H", "H", "H", "H", "Cl", "C", "C", "Cl", "H", "H", "H", "H", "Cl", "C", "C", "Cl", "H", "H", "H", "H", "Cl", "C", "C", "Cl", "H", "H", "H", "H", "Cl", "C", "C", "Cl", "H", "H", "H", "H", "Cl", "C", "C", "Cl", "H", "H", "H", "H"],
  "xyz": [[-1.087, 3.975, -2.014], [-1.605, 5.215, -2.361], [-1.455, 5.494, -3.805], [-2.178, 4.523, -4.784], [-3.598, 4.529, -4.693], [-4.145, 4.286, -3.415], [-1.674, 3.306, -2.643], [-1.123, 3.755, -0.947], [-0.076, 3.902, -2.414], [-0.415, 5.561, -4.124], [-1.896, 6.468, -4.013], [-1.866, 3.492, -4.619], [-2.105, 4.846, -5.822], [-5.222, 4.121, -3.380], [-4.003, 5.142, -2.755], [-3.868, 3.348, -2.933], [1.074, -4.523, 7.849], [1.682, -4.484, 6.546], [1.346, -5.657, 5.752], [1.758, -5.416, 4.274], [0.997, -4.412, 3.626], [1.304, -3.062, 3.902], [-0.009, -4.645, 7.869], [1.372, -3.634, 8.404], [1.454, -5.273, 8.542], [0.283, -5.871, 5.643], [1.688, -6.609, 6.157], [1.614, -6.291, 3.640], [2.811, -5.134, 4.302], [2.298, -2.887, 3.489], [1.235, -2.806, 4.959], [0.567, -2.421, 3.419], [-6.181, -1.819, -6.128], [-6.172, -0.374, -5.965], [-7.263, 0.152, -5.112], [-6.977, 0.072, -3.571], [-5.896, 0.898, -3.152], [-4.627, 0.341, -3.347], [-7.183, -2.058, -6.486], [-5.848, -2.307, -5.212], [-5.473, -2.107, -6.905], [-8.252, -0.263, -5.304], [-7.364, 1.218, -5.315], [-6.932, -0.974, -3.266], [-7.933, 0.370, -3.142], [-3.868, 1.009, -2.940], [-4.341, 0.007, -4.344], [-4.619, -0.504, -2.658], [2.177, 2.303, -3.683], [3.072, 3.300, -3.270], [3.997, 2.815, -2.301], [5.020, 3.837, -1.899], [4.345, 4.803, -1.103], [5.177, 5.793, -0.555], [2.540, 1.554, -4.388], [1.297, 2.788, -4.106], [1.783, 1.711, -2.857], [4.557, 1.923, -2.579], [3.476, 2.553, -1.380], [5.542, 4.292, -2.741], [5.827, 3.413, -1.301], [4.567, 6.459, 0.054], [5.501, 6.400, -1.400], [6.014, 5.438, 0.046], [3.590, -0.837, 2.634], [3.637, -0.767, 4.015], [4.745, -1.579, 4.546], [4.535, -1.880, 6.036], [4.651, -0.604, 6.753], [4.343, -0.701, 8.170], [2.677, -0.340, 2.304], [3.568, -1.880, 2.319], [4.413, -0.343, 2.119], [5.696, -1.065, 4.403], [4.850, -2.562, 4.086], [5.402, -2.431, 6.402], [3.625, -2.445, 6.238], [4.522, 0.269, 8.633], [5.047, -1.426, 8.579], [3.370, -1.126, 8.417], [-1.873, -3.193, 1.624], [-3.592, -2.975, 1.560], [-4.098, -3.533, 0.229], [-3.678, -2.754, -1.268], [-3.750, -1.903, 1.674], [-3.947, -3.406, 2.497], [-5.187, -3.580, 0.224], [-3.695, -4.540, 0.120], [-0.428, 3.695, 2.058], [0.833, 4.789, 1.495], [2.220, 4.277, 1.872], [2.450, 4.404, 3.679], [0.589, 5.728, 1.992], [0.677, 4.777, 0.416], [3.007, 4.816, 1.344], [2.320, 3.215, 1.647], [1.817, -3.090, -1.482], [1.133, -3.990, -0.077], [2.195, -4.928, 0.356], [2.431, -6.328, -0.773], [0.170, -4.414, -0.361], [0.946, -3.224, 0.675], [1.923, -5.407, 1.296], [3.166, -4.444, 0.456], [-0.443, 1.024, -5.260], [-0.727, -0.755, -5.218], [-1.345, -1.150, -3.928], [-1.980, -2.739, -4.323], [0.184, -1.300, -5.463], [-1.435, -0.865, -6.040], [-2.156, -0.455, -3.710], [-0.572, -1.243, -3.166], [1.030, 0.861, -0.121], [-0.219, -0.225, 0.427], [-1.580, 0.437, 0.521], [-2.195, 0.950, -1.045], [0.084, -0.707, 1.357], [-0.280, -0.940, -0.394], [-1.535, 1.281, 1.209], [-2.252, -0.330, 0.907]]
}

***

[6]
{
  "formula": "C25H33Br2N6O5PRhS",
  "method": "ωB97M-V with the def2-TZVPD basis set",
  "total_charge": 1,
  "spin_multiplicity": 5,
  "s2": 6.05,
  "homo_lumo_gap_ev": [7.14, 6.61],
  "symbols": ["Rh", "Br", "C", "C", "C", "N", "C", "C", "C", "C", "C", "Br", "C", "C", "N", "H", "H", "H", "H", "H", "H", "C", "C", "C", "C", "C", "C", "C", "S", "O", "O", "N", "C", "C", "O", "O", "H", "H", "H", "H", "H", "H", "H", "H", "H", "C", "N", "C", "P", "O", "N", "C", "C", "N", "C", "C", "H", "H", "H", "H", "H", "H", "H", "H", "H", "H", "H", "H", "H", "H", "H", "H", "H", "H"],
  "xyz": [[-0.454, -0.069, 0.865], [-4.105, 0.578, 6.282], [-2.882, 0.649, 4.863], [-1.692, -0.001, 4.910], [-0.729, 0.116, 3.868], [-0.931, 0.794, 2.767], [-2.214, 1.329, 2.569], [-3.245, 1.521, 3.703], [-3.072, 1.675, 0.684], [-4.263, 2.390, 0.203], [-4.612, 2.300, -1.110], [-6.159, 3.168, -1.762], [-3.803, 1.584, -2.009], [-2.629, 1.014, -1.530], [-2.229, 1.075, -0.284], [-1.424, -0.582, 5.779], [0.245, -0.336, 3.991], [-3.468, 2.550, 4.002], [-4.839, 2.937, 0.928], [-4.056, 1.522, -3.053], [-1.976, 0.499, -2.219], [-0.573, -1.069, -5.216], [-0.846, -1.485, -3.805], [-0.025, -1.029, -2.774], [-0.244, -1.443, -1.470], [-1.280, -2.323, -1.193], [-2.118, -2.766, -2.196], [-1.905, -2.336, -3.497], [-1.551, -2.700, 0.539], [-0.249, -2.796, 1.157], [-2.519, -3.730, 0.738], [-2.108, -1.239, 1.028], [-3.401, -0.881, 1.474], [-3.366, 0.583, 1.852], [-4.277, 0.994, 2.840], [-2.244, 2.383, 1.618], [0.484, -0.849, -5.352], [-1.143, -0.172, -5.463], [-0.859, -1.852, -5.914], [0.792, -0.358, -3.006], [0.466, -1.171, -0.678], [-2.913, -3.454, -1.953], [-2.569, -2.665, -4.282], [-3.701, -1.452, 2.368], [-4.155, -1.064, 0.692], [3.491, -1.263, -1.884], [2.899, -1.232, -0.563], [2.799, -2.527, 0.094], [2.800, 0.125, 0.391], [1.721, 0.017, 1.408], [2.485, 1.404, -0.665], [3.566, 2.168, -1.259], [1.243, 2.142, -0.574], [4.247, 0.411, 1.170], [4.278, 1.438, 2.187], [5.516, -0.199, 0.861], [2.918, -1.953, -2.507], [4.531, -1.604, -1.875], [3.449, -0.272, -2.326], [2.306, -3.229, -0.582], [2.182, -2.433, 0.988], [3.774, -2.938, 0.370], [4.463, 1.559, -1.320], [3.791, 3.068, -0.677], [3.282, 2.478, -2.267], [0.529, 1.607, 0.094], [0.781, 2.234, -1.562], [1.402, 3.147, -0.171], [3.258, 1.761, 2.390], [4.876, 2.295, 1.861], [4.711, 1.042, 3.109], [5.375, -1.002, 0.146], [5.960, -0.613, 1.769], [6.214, 0.533, 0.442]]
}

***

[7]
{
  "formula": "C6H10NO2",
  "method": "ωB97M-V with the def2-TZVPD basis set",
  "total_charge": 1,
  "spin_multiplicity": 1,
  "homo_lumo_gap_ev": 10.33,
  "smiles": "COC[n+]1ccc(C)o1",
  "de_lowest_ev": 1.980,
  "symbols": ["C", "O", "C", "N", "C", "C", "C", "C", "O", "H", "H", "H", "H", "H", "H", "H", "H", "H", "H"],
  "xyz": [[2.501, -1.012, -0.307], [2.526, 0.458, 0.027], [1.633, 0.809, 0.978], [0.254, 0.794, 0.345], [-0.483, 1.800, -0.085], [-1.747, 1.244, -0.391], [-1.640, -0.198, -0.203], [-2.647, -1.268, -0.348], [-0.438, -0.383, 0.264], [2.180, -1.061, -1.365], [1.775, -1.528, 0.358], [3.618, -1.289, -0.261], [1.816, 0.205, 1.908], [1.748, 1.864, 1.025], [0.016, 2.705, -0.188], [-2.747, 1.608, -0.737], [-3.557, -0.923, 0.012], [-2.681, -1.749, -1.286], [-2.127, -2.074, 0.254]]
}

***

[8]
{
  "formula": "C17H43F7N2O13P3",
  "method": "ωB97M-V with the def2-TZVPD basis set",
  "total_charge": -1,
  "spin_multiplicity": 1,
  "homo_lumo_gap_ev": 8.08,
  "symbols": ["P", "F", "F", "F", "F", "F", "F", "C", "C", "C", "O", "C", "N", "H", "H", "H", "H", "H", "H", "H", "H", "H", "H", "H", "C", "C", "C", "O", "C", "N", "H", "H", "H", "H", "H", "H", "H", "H", "H", "H", "H", "C", "O", "P", "O", "O", "C", "O", "C", "H", "H", "H", "H", "H", "H", "H", "H", "H", "C", "O", "P", "O", "O", "C", "O", "C", "H", "H", "H", "H", "H", "H", "H", "H", "H", "C", "C", "O", "C", "O", "O", "F", "H", "H", "H"],
  "xyz": [[-22.923, 8.382, 5.652], [-22.306, 6.962, 6.140], [-22.688, 7.881, 4.125], [-24.405, 7.726, 5.673], [-23.444, 9.829, 5.230], [-23.174, 8.815, 7.233], [-21.436, 9.073, 5.817], [-26.692, 7.861, 8.452], [-25.944, 8.377, 9.686], [-26.586, 7.953, 10.996], [-27.946, 8.327, 11.132], [-28.587, 7.741, 12.229], [-24.552, 7.934, 9.592], [-26.191, 8.225, 7.563], [-27.697, 8.281, 8.562], [-26.746, 6.772, 8.467], [-25.931, 9.474, 9.602], [-26.044, 8.418, 11.829], [-26.430, 6.869, 11.071], [-28.356, 8.242, 13.174], [-28.465, 6.657, 12.316], [-29.655, 7.869, 12.034], [-24.029, 8.538, 10.241], [-24.056, 8.119, 8.720], [-30.417, 13.075, 4.759], [-29.291, 12.120, 4.377], [-28.277, 12.059, 5.506], [-27.247, 11.100, 5.382], [-26.494, 11.059, 6.565], [-29.809, 10.818, 3.943], [-30.991, 12.762, 5.634], [-31.132, 13.104, 3.935], [-30.016, 14.072, 4.955], [-28.730, 12.579, 3.555], [-28.823, 11.923, 6.449], [-27.816, 13.054, 5.532], [-25.967, 12.016, 6.677], [-25.716, 10.295, 6.502], [-27.002, 10.783, 7.494], [-30.003, 10.275, 4.782], [-30.713, 10.885, 3.490], [-20.686, 7.591, 10.472], [-20.900, 8.619, 11.450], [-21.696, 9.920, 11.039], [-23.165, 9.880, 11.022], [-21.201, 10.974, 12.141], [-20.042, 11.799, 12.027], [-20.966, 10.386, 9.681], [-21.682, 11.165, 8.731], [-19.641, 7.399, 10.229], [-21.153, 7.664, 9.485], [-21.155, 6.718, 10.928], [-19.216, 11.252, 12.489], [-20.233, 12.653, 12.676], [-19.834, 12.039, 10.988], [-21.340, 10.842, 7.747], [-21.566, 12.250, 8.780], [-22.758, 10.991, 8.711], [-18.927, 8.275, 7.234], [-17.537, 8.554, 6.992], [-16.351, 7.833, 7.796], [-16.856, 7.210, 9.026], [-15.501, 6.995, 6.740], [-14.274, 6.342, 7.075], [-15.364, 9.085, 8.083], [-14.837, 9.806, 6.953], [-19.032, 7.419, 7.900], [-19.456, 8.019, 6.321], [-19.265, 9.207, 7.682], [-14.405, 5.297, 6.802], [-14.020, 6.538, 8.115], [-13.474, 6.733, 6.443], [-15.633, 10.526, 6.762], [-14.652, 9.287, 6.009], [-13.863, 10.197, 7.242], [-25.435, 9.900, 3.024], [-26.439, 10.879, 2.414], [-26.574, 10.454, 1.076], [-25.497, 9.664, 0.784], [-25.232, 9.254, -0.303], [-24.766, 9.415, 1.864], [-26.006, 12.183, 2.463], [-25.982, 9.092, 3.512], [-24.982, 10.443, 3.847], [-27.453, 10.875, 2.814]]
}

***

no.,molecular weight (g/mol),largest force on an atom (eV/Å)
1,330.26,7.66
2,152.24,2.39
3,117.15,2.63
4,459.53,15.69
5,945.41,2.70
6,823.33,2.10
7,128.15,5.62
8,709.44,2.50